25
Properties=species:S:1:pos:R:3:lowdin_spin:R:1 method="wB97M-V/def2-TZVPD" charge=+1 s2=0.75 spin_multiplicity=2 energy_ha=-656.81048 e_homo_ha="-0.404 / -0.492" orbital_gap_ha="0.230 / 0.322" e_lumo_ev="-4.751 / -4.618"
Sn 2.319 -1.207 -0.308 0.9139
C -0.989 -3.323 -1.788 0.0008
O -0.535 -2.111 -1.153 0.0216
C -1.495 -1.070 -1.315 0.0006
C -1.108 0.153 -0.549 0.0055
N 0.138 0.811 -0.986 0.0111
C 0.402 2.074 -0.256 0.0019
C 0.656 1.930 1.241 0.0007
O 1.719 1.081 1.514 0.0252
C 1.859 0.879 2.940 0.0071
H -0.237 -4.104 -1.678 0.0003
H -1.136 -3.256 -2.866 0.0000
H -1.898 -3.774 -1.390 0.0000
H -2.492 -1.416 -1.042 0.0000
H -1.437 -0.738 -2.352 0.0001
H -1.049 -0.209 0.477 0.0024
H -1.891 0.888 -0.736 0.0007
H 0.127 1.058 -1.965 0.0021
H -0.419 2.777 -0.396 0.0000
H 1.192 2.631 -0.761 0.0007
H -0.298 1.713 1.722 0.0001
H 0.892 2.910 1.656 0.0003
H 0.908 0.520 3.333 0.0004
H 2.233 1.731 3.507 -0.0001
H 2.536 0.051 3.152 0.0047



16
Properties=species:S:1:pos:R:3:nbo_charge:R:1 method="wB97M-V/def2-TZVPD" charge=0 energy_ha=-234.49890 smiles=CC#CC(C)C e_homo_ha=-0.339 orbital_gap_ha=0.375 e_lumo_ev=0.979
C 2.683 -0.033 -0.082 -0.7047
C 1.480 0.564 -0.615 0.0873
C 0.295 0.760 -0.784 -0.1071
C -0.671 0.095 0.167 -0.2294
C -1.209 -1.156 -0.510 -0.5974
C -1.687 1.073 0.705 -0.5955
H 2.460 -1.097 0.110 0.2383
H 3.475 0.051 -0.817 0.2482
H 2.984 0.424 0.869 0.2348
H -0.026 -0.222 1.001 0.1776
H -1.675 -0.889 -1.464 0.2104
H -1.924 -1.685 0.126 0.2057
H -0.377 -1.838 -0.728 0.2080
H -2.296 1.441 -0.123 0.2070
H -2.310 0.606 1.474 0.2032
H -1.155 1.924 1.147 0.2134



54
Properties=species:S:1:pos:R:3:nbo_charge:R:1 method="wB97M-V/def2-TZVPD" charge=0 energy_ha=-2374.42063 e_homo_ha=-0.246 orbital_gap_ha=0.229 e_lumo_ev=-0.457
Zr -1.256 -0.165 0.926 2.0705
C -5.070 2.299 1.441 -0.8113
S -4.461 0.899 0.514 1.3079
C -4.668 -0.359 1.773 -0.8346
O -2.962 1.164 0.477 -1.0095
H -6.142 2.185 1.594 0.2406
H -4.871 3.181 0.837 0.2552
H -4.533 2.353 2.387 0.2500
H -5.708 -0.381 2.095 0.2483
H -3.993 -0.127 2.601 0.2683
H -4.411 -1.315 1.318 0.2632
C -0.575 0.003 4.050 -0.2241
O -1.402 0.216 2.928 -0.9291
H -1.019 -0.741 4.719 0.1619
H -0.451 0.932 4.615 0.1643
H 0.420 -0.354 3.765 0.1615
O -2.287 -4.164 0.416 -0.8892
S -1.496 -3.017 0.111 2.3003
O -0.856 -2.377 1.291 -0.9746
N -2.282 -1.786 -0.578 -0.9802
C -1.744 -1.469 -1.803 0.0451
S -2.290 -0.241 -2.743 -0.0573
C -0.601 -2.350 -2.160 -0.0227
C 0.184 -2.318 -3.298 -0.1726
C 1.227 -3.224 -3.408 -0.1837
C 1.486 -4.158 -2.405 -0.1888
C 0.701 -4.202 -1.262 -0.1743
C -0.324 -3.285 -1.169 -0.3408
H -0.024 -1.586 -4.067 0.2445
H 1.858 -3.209 -4.287 0.2228
H 2.307 -4.853 -2.518 0.2240
H 0.887 -4.919 -0.473 0.2364
C 0.526 2.043 -1.640 -0.5963
C 1.134 1.703 -0.271 -0.1100
C 0.790 2.865 0.683 -0.5870
C 0.486 0.427 0.246 -1.0338
C 2.653 1.554 -0.345 0.0002
C 3.384 1.397 0.834 -0.1598
C 4.759 1.234 0.816 -0.2286
C 5.447 1.218 -0.391 -0.2305
C 4.737 1.364 -1.570 -0.2086
C 3.356 1.531 -1.546 -0.2212
H -0.549 2.199 -1.524 0.2100
H 0.651 1.219 -2.342 0.2141
H 0.961 2.951 -2.066 0.2004
H -0.296 2.999 0.710 0.1972
H 1.245 3.800 0.346 0.2052
H 1.121 2.655 1.699 0.2094
H 1.173 -0.384 0.549 0.2324
H 2.866 1.386 1.786 0.2024
H 5.299 1.117 1.748 0.2068
H 6.522 1.093 -0.409 0.2082
H 5.256 1.352 -2.521 0.2062
H 2.833 1.646 -2.484 0.2115



82
Properties=species:S:1:pos:R:3:lowdin_spin:R:1 method="wB97M-V/def2-TZVPD" charge=-1 s2=8.75 spin_multiplicity=6 energy_ha=-4541.80065 e_homo_ha="-0.095 / -0.098" orbital_gap_ha="0.168 / 0.170" e_lumo_ev="1.975 / 1.974"
Mn 0.267 2.357 -0.055 4.6751
C 4.174 2.047 -3.193 0.0002
O 3.269 3.133 -3.340 0.0012
C 2.290 3.145 -2.420 0.0028
O 2.337 2.516 -1.381 0.0213
N 1.419 4.175 -2.653 0.0016
N 0.261 4.110 -1.869 0.0241
H 4.897 2.148 -3.999 0.0000
H 3.630 1.106 -3.278 0.0000
H 4.673 2.089 -2.224 0.0001
H 1.299 4.379 -3.634 0.0008
H -0.527 3.684 -2.348 0.0005
H 0.015 5.022 -1.512 0.0007
C -2.616 5.049 2.874 0.0021
C -2.088 4.216 1.721 0.0066
S -0.340 4.205 1.567 0.0488
C -2.914 3.564 0.879 0.0087
C -4.413 3.527 1.048 0.0033
S -2.340 2.696 -0.530 0.0502
H -1.780 5.515 3.389 0.0013
H -3.170 4.439 3.596 0.0002
H -3.286 5.837 2.516 0.0000
H -4.762 4.122 1.895 0.0004
H -4.736 2.491 1.187 0.0004
H -4.894 3.890 0.137 0.0010
C 1.641 -4.207 2.946 0.0000
C 2.027 -2.830 2.482 0.0002
C 1.822 -1.706 3.281 0.0001
C 2.213 -0.448 2.857 0.0002
C 2.833 -0.301 1.625 0.0003
C 3.011 -1.402 0.801 0.0003
C 2.620 -2.658 1.232 0.0000
S 3.297 1.324 0.999 0.0046
C 4.554 1.650 2.301 0.0028
O 2.184 2.244 1.350 0.0310
H 1.027 -4.166 3.845 0.0000
H 2.534 -4.794 3.171 0.0000
H 1.085 -4.740 2.172 0.0000
H 1.336 -1.819 4.244 0.0000
H 2.020 0.423 3.471 0.0001
H 3.445 -1.260 -0.181 0.0000
H 2.767 -3.518 0.590 0.0000
H 4.112 1.473 3.278 0.0001
H 4.848 2.693 2.202 0.0001
H 5.406 0.992 2.133 0.0005
C 1.270 -5.065 -0.388 0.0000
C 0.133 -4.144 -0.739 0.0000
C -0.873 -4.578 -1.602 0.0000
C -1.934 -3.747 -1.926 0.0000
C -1.991 -2.474 -1.383 0.0001
C -1.002 -2.023 -0.525 0.0004
C 0.056 -2.859 -0.209 0.0001
S -3.397 -1.428 -1.722 0.0002
O -3.985 -1.121 -0.448 0.0002
O -4.195 -2.122 -2.702 0.0000
N -2.859 -0.050 -2.384 0.0004
C -2.222 -0.107 -3.700 0.0001
C -0.713 -0.394 -3.691 0.0014
C 0.082 0.761 -3.055 0.0040
O 0.793 1.437 -3.826 0.0018
O -0.092 0.899 -1.812 0.0326
H 1.711 -5.502 -1.285 0.0000
H 0.915 -5.889 0.236 0.0000
H 2.051 -4.537 0.158 0.0000
H -0.821 -5.578 -2.018 0.0000
H -2.727 -4.063 -2.590 0.0000
H -1.056 -1.015 -0.129 0.0003
H 0.833 -2.498 0.455 0.0000
H -2.466 0.620 -1.715 0.0003
H -2.409 0.845 -4.202 0.0000
H -2.744 -0.889 -4.253 0.0000
H -0.362 -0.519 -4.715 0.0002
H -0.516 -1.308 -3.129 0.0000
C -2.109 -2.001 2.359 0.0015
C -2.126 -0.468 2.455 0.0054
C -1.074 0.135 1.660 0.0325
N -0.238 0.617 1.046 0.0250
H -2.758 -2.425 3.124 0.0001
H -1.097 -2.380 2.501 0.0001
H -2.469 -2.326 1.385 0.0000
H -1.970 -0.138 3.484 0.0006
H -3.087 -0.079 2.113 0.0013



85
Properties=species:S:1:pos:R:3:lowdin_charge:R:1 method="wB97M-V/def2-TZVPD" charge=+1 energy_ha=-5420.04530 e_homo_ha=-0.452 orbital_gap_ha=0.265 e_lumo_ev=-5.113
O 4.447 2.031 -1.457 0.0641
C 4.718 1.619 -2.540 -0.2812
C 5.847 0.625 -2.838 -0.1391
N 5.974 -0.525 -1.869 -0.4003
I 4.141 -1.331 -1.252 1.1324
C 6.877 -0.170 -0.709 -0.3852
C 8.222 -0.405 -0.895 -0.0070
C 9.111 -0.053 0.131 -0.0051
C 8.510 0.515 1.256 -0.0219
C 7.127 0.650 1.298 -0.0850
N 6.251 0.323 0.338 0.1159
H 4.160 1.998 -3.417 0.1403
H 5.777 0.273 -3.870 0.1343
H 6.793 1.178 -2.782 0.1442
H 6.446 -1.272 -2.381 0.1071
H 8.590 -0.851 -1.815 0.1277
H 10.178 -0.196 0.028 0.1251
H 9.110 0.846 2.095 0.1213
H 6.691 1.066 2.205 0.1280
C 0.433 1.040 -1.307 -0.1627
C -0.168 0.007 -0.382 -0.1695
O -1.284 -0.516 -1.093 -0.1749
S -0.980 -0.505 -2.668 0.6114
O -0.526 -1.800 -3.046 -0.2270
O -2.041 0.153 -3.325 -0.2276
O 0.305 0.472 -2.618 -0.1989
H -0.129 1.976 -1.283 0.1407
H 1.478 1.242 -1.078 0.1141
H -0.483 0.426 0.571 0.1263
H 0.534 -0.814 -0.201 0.1252
C -4.213 -1.979 2.208 -0.1420
C -4.475 -0.495 2.112 -0.1362
O -3.801 0.071 3.250 -0.2444
S -2.498 -0.796 3.570 0.5986
O -1.366 -0.163 2.986 -0.2384
O -2.531 -1.166 4.944 -0.2217
O -2.862 -2.074 2.684 -0.1784
H -4.867 -2.452 2.943 0.1384
H -4.318 -2.485 1.251 0.1163
H -5.535 -0.260 2.141 0.1446
H -4.031 -0.064 1.211 0.1392
C 1.282 -0.410 6.039 -0.1630
C 0.360 -1.601 6.163 -0.1619
O 1.239 -2.735 6.219 -0.1813
S 2.600 -2.318 6.952 0.6035
O 2.533 -2.707 8.313 -0.2124
O 3.688 -2.685 6.117 -0.2293
O 2.401 -0.725 6.877 -0.1915
H 1.643 -0.293 5.014 0.1314
H 0.812 0.514 6.363 0.1337
H -0.326 -1.685 5.329 0.0975
H -0.209 -1.565 7.095 0.1415
C -3.328 -4.991 -3.558 -0.1578
C -4.240 -3.989 -4.231 -0.1511
O -5.371 -3.891 -3.352 -0.1809
S -4.894 -4.099 -1.840 0.6005
O -4.716 -2.821 -1.240 -0.2319
O -5.697 -5.103 -1.245 -0.2105
O -3.446 -4.706 -2.158 -0.1877
H -3.665 -6.016 -3.728 0.1343
H -2.294 -4.892 -3.879 0.1355
H -4.553 -4.304 -5.222 0.1378
H -3.771 -3.004 -4.295 0.1340
C -2.066 4.929 4.708 -0.1630
C -2.633 3.872 5.631 -0.1601
O -3.739 3.321 4.906 -0.1757
S -3.423 3.347 3.335 0.6307
O -2.949 2.067 2.946 -0.2300
O -4.504 3.978 2.671 -0.2027
O -2.175 4.363 3.396 -0.1852
H -2.660 5.844 4.737 0.1355
H -1.028 5.164 4.933 0.1346
H -2.967 4.280 6.581 0.1382
H -1.912 3.071 5.813 0.1307
C -1.828 2.376 -8.254 -0.1651
C -3.035 2.977 -7.564 -0.1629
O -3.435 1.984 -6.613 -0.1790
S -2.143 1.201 -6.075 0.6148
O -1.742 1.765 -4.839 -0.2362
O -2.368 -0.190 -6.233 -0.2139
O -1.116 1.693 -7.215 -0.1901
H -2.124 1.642 -9.006 0.1342
H -1.194 3.129 -8.714 0.1345
H -3.846 3.192 -8.254 0.1371
H -2.771 3.885 -7.018 0.1342



14
Properties=species:S:1:pos:R:3:lowdin_spin:R:1 method="wB97M-V/def2-TZVPD" charge=0 s2=2.05 spin_multiplicity=3 energy_ha=-584.42537 e_homo_ha="-0.196 / -0.326" orbital_gap_ha="0.213 / 0.289" e_lumo_ev="0.457 / -1.016"
C -1.039 -0.172 0.840 0.0319
C -1.730 -1.142 0.076 0.2887
C 0.102 0.267 0.201 0.3657
C -0.076 -1.005 -1.471 0.5641
C 1.763 1.782 1.211 0.2378
C 1.364 0.974 0.241 0.0301
N -1.275 -1.469 -1.122 0.2119
I 0.970 -0.805 -3.256 0.2251
H -1.605 0.275 1.664 0.0014
H -2.705 -1.430 0.530 0.0178
H 2.650 2.304 1.026 0.0171
H 1.186 2.097 2.175 0.0103
H 2.164 0.621 -0.526 -0.0039
H -1.769 -2.296 -1.590 0.0021